(1)
ORCA calculation (ωB97M-V/def2-TZVPD) on C22H32N14O2W as an isolated structure.

Atoms and positions in Å:
H  0.5590  -0.3441  1.9740
C  -0.6783  -4.8585  -1.0566
N  -2.6726  -1.9959  -1.8698
C  -1.3886  -2.9091  0.3515
C  4.6767  -1.0382  1.1896
H  0.5030  -3.6066  3.1480
H  5.3205  0.0472  -0.5498
C  0.6099  -2.8461  -1.1157
N  -0.1893  2.6544  -3.4935
C  -2.9576  2.1669  0.2880
H  -2.2153  3.1383  2.0464
O  -1.3312  -1.6746  0.6842
N  -2.8363  -1.2491  -3.8922
C  -1.6676  -5.5935  -0.5257
H  5.6217  -0.9373  1.7054
H  -2.5156  0.5989  1.5457
W  -0.6699  -0.0401  -0.3954
C  1.2111  4.6579  -0.3246
H  1.7613  -2.5055  3.7527
N  -0.6577  3.7014  -1.6306
H  1.2384  -1.1193  -1.7818
C  -2.4815  -5.0385  0.5166
C  -2.3323  -3.7575  0.9610
C  -0.4487  -3.4933  -0.6168
H  -1.8523  -6.6037  -0.8609
N  2.1267  3.5361  -0.5337
H  2.1664  3.3043  -1.5195
H  -1.7223  0.9562  -4.6536
N  -1.8854  -0.9080  -1.9399
H  3.0655  3.8263  -0.2831
H  -3.2635  0.1487  0.1910
C  3.3032  -0.6531  -0.7295
C  0.1910  2.9953  1.8062
H  1.4218  5.1211  0.6399
H  3.1654  -0.2480  -1.7268
N  0.4929  0.5364  1.4586
N  -0.6627  3.2192  0.6419
H  1.2741  -3.3853  -1.7861
H  -3.2528  -5.6592  0.9555
H  1.4534  0.7416  1.1798
C  -0.2567  4.2526  -0.3085
C  -2.0190  -0.4808  -3.1996
H  -2.5361  4.2002  0.7089
H  -2.9794  -3.3432  1.7213
H  -0.0144  3.7156  2.6096
C  -0.7104  1.5066  -2.9703
C  -2.0914  3.2311  0.9635
C  4.5117  -0.4861  -0.0711
H  -3.0035  2.2905  -0.7956
H  -0.0208  -5.2645  -1.8145
N  -2.5257  0.7626  0.5406
N  -3.2263  -2.1831  -3.0286
H  0.6745  1.5681  3.2981
H  -0.9650  1.3864  2.7221
H  1.2261  3.1159  1.5017
C  2.4152  -1.8721  1.1616
O  1.3138  -2.4399  1.7134
H  -1.4603  3.0820  -1.5842
N  0.1055  3.5868  -2.6557
N  0.9994  -1.4767  -0.8537
H  2.2167  -3.9589  2.8175
C  2.2708  -1.3505  -0.1249
N  -0.3887  1.1079  -1.7365
N  -1.4535  0.6902  -3.7126
C  3.6397  -1.7263  1.8052
H  1.3093  5.4505  -1.0721
C  1.4745  -3.1697  2.9362
H  -3.9810  2.2969  0.6463
H  3.7854  -2.1449  2.7906
C  0.0543  1.6016  2.3999
H  -0.8455  5.1655  -0.1595

Output
Highest occupied orbital energy (spin up / spin down) (Eh): -0.4744 / -0.4745
LUMO energy (spin up / spin down) (eV): -7.302 / -7.302
Calculated total energy (eV): -50098.812
F_max (eV/Å): 0.50
Net charge: +2
Frontier orbital gap (spin up / spin down) (eV): 5.6 / 5.6

Charges obtained by Löwdin population analysis, quoted in units of e: 0.085 0.013 -0.027 -0.316 -0.040 0.100 0.119 0.036 0.102 -0.180 0.130 -0.180 0.076 -0.022 0.123 0.098 1.515 -0.208 0.102 0.073 0.126 0.031 0.015 -0.137 0.126 0.017 0.059 0.179 -0.112 0.088 0.106 -0.015 -0.173 0.128 0.126 -0.050 -0.118 0.158 0.134 0.102 -0.254 -0.409 0.136 0.133 0.141 -0.446 -0.154 -0.054 0.106 0.134 -0.067 -0.019 0.134 0.102 0.097 -0.258 -0.122 0.105 0.050 -0.066 0.112 -0.202 -0.133 0.207 0.012 0.127 -0.020 0.135 0.119 -0.183 0.155

---

(2)
ORCA calculation (ωB97M-V/def2-TZVPD) on C22H32N2O4 as an isolated structure in a non-equilibrium geometry.

Atoms and positions in Å:
H  -0.3683  -1.5965  0.2302
H  -1.3470  0.3510  3.8686
H  0.0019  -3.4798  2.0060
H  -1.0038  -5.1664  -0.9584
C  -0.3449  -1.6889  -3.0414
H  -0.1462  -3.9107  -0.3467
H  -2.7887  -1.5358  3.4450
O  2.8751  2.1553  -2.2197
H  1.9503  3.9143  2.0549
C  -0.7567  -4.2669  -1.2548
H  5.3514  1.7999  -1.7571
C  -2.1274  -1.9312  1.5931
C  -0.7892  -1.3661  1.2797
C  0.7878  4.7397  0.4489
N  -1.1097  -0.4876  -2.4121
H  -1.4093  -3.7621  -3.6463
H  -1.1735  3.4741  -0.2418
H  -1.3935  0.5269  1.5750
C  -0.9288  -1.7213  3.4579
H  -2.5198  -2.5681  -3.1449
O  0.6347  -1.8734  -3.5050
C  0.0358  -2.2301  2.4398
H  -0.0197  -4.4358  -2.0134
H  -1.8446  -3.9457  0.9772
C  -1.2255  1.6121  -1.3326
H  5.3020  2.7401  -3.0995
N  -1.8458  -3.2414  -1.7976
C  0.8893  2.9744  -0.9433
H  1.1235  -1.9837  2.4555
C  -0.4487  0.6782  -2.0400
C  -0.3096  -0.2942  3.3488
O  1.2998  4.1829  -0.4689
C  5.1834  2.6542  -2.1351
C  -2.1634  -2.1502  3.0119
H  -0.2925  -2.3169  4.5349
C  -2.6203  -3.1588  0.5481
C  -0.5126  0.0572  1.7607
H  0.5978  4.5612  2.6321
H  -2.8660  -1.0737  1.1426
H  -2.0277  1.2070  -1.1193
H  3.3502  3.9472  -1.9823
H  0.3595  0.1184  4.0027
H  -3.6904  -3.4212  1.1265
C  -2.6080  -2.7788  -0.7659
C  3.6275  3.1211  -1.4052
H  0.2572  3.1946  1.6443
H  0.4240  0.2984  1.6832
H  3.8185  3.0070  -0.3914
C  0.9074  0.8149  -2.1701
C  0.8925  4.0726  1.7993
H  1.4639  5.7207  0.4997
C  -1.3836  -2.8843  -2.9570
O  -3.3266  -1.7832  -1.0019
C  -0.3530  2.7087  -0.6664
H  -2.0033  -0.7767  -1.9544
H  1.6555  0.0688  -2.7848
C  1.6465  1.9635  -1.9474
H  5.8641  3.4357  -1.5107
H  -0.2285  5.0499  0.0623
H  -2.3231  -3.3204  3.3866

Output
Highest occupied orbital energy (Eh): -0.2708
LUMO energy (eV): 0.504
Calculated total energy (eV): -34483.664
F_max (eV/Å): 15.81
Frontier orbital gap (eV): 7.9

Charges obtained by natural (NBO) population analysis, quoted in units of e: 0.223 0.158 0.163 0.196 0.742 0.200 0.228 -0.497 0.206 -0.439 0.179 -0.165 -0.240 0.001 -0.689 0.233 0.232 0.223 -0.194 0.250 -0.509 -0.393 0.208 0.230 -0.269 0.194 -0.405 0.149 0.219 0.171 -0.384 -0.505 -0.533 -0.493 0.203 -0.502 -0.419 0.217 0.237 0.181 0.212 0.235 0.276 0.628 -0.067 0.219 0.226 0.206 -0.361 -0.662 0.156 -0.352 -0.663 -0.283 0.442 0.245 0.396 0.170 0.142 0.226

---

(3)
ORCA calculation (ωB97M-V/def2-TZVPD) on one molecule with the formula C22H32N2O6.

Atoms and positions in Å:
H  1.7940  -3.6970  -0.5104
C  -2.7946  2.6347  1.8720
H  -6.9707  2.1383  -2.6634
C  5.9280  -3.7010  1.4875
C  4.6408  -1.0801  0.5898
C  -3.5365  2.8131  0.5399
H  -3.3673  0.9904  -4.7088
O  -2.9510  3.2108  -0.4459
H  6.2633  -2.1924  2.9798
C  6.3222  -2.8116  0.3084
C  2.6383  -3.6083  -1.2047
H  -3.4030  2.0761  2.5919
C  2.2027  -2.9807  -2.5253
H  -6.0019  3.3400  -3.5514
H  5.3321  0.6320  1.6234
H  3.0974  1.6371  1.9191
N  -5.3043  2.8062  -1.6754
H  5.0423  -4.0602  4.0956
C  -5.1153  0.0777  -2.7675
C  0.7743  0.6339  1.1041
H  -4.3275  3.0802  -1.7147
H  0.7693  1.5587  1.6663
C  2.2575  -1.1788  0.2481
C  4.4511  0.1372  1.2455
H  5.9166  -3.2134  -0.6234
C  -3.8339  1.7694  -4.1103
C  6.5556  -3.2284  2.7969
O  -2.7420  0.4817  0.4570
C  6.1228  -4.0943  3.9729
O  -1.5672  1.9627  1.6560
H  6.2493  -4.7207  1.2668
H  -4.4595  0.2599  -1.9184
H  -3.1879  1.9685  -3.2581
N  -4.8683  2.5615  0.5969
H  -0.5048  -0.7287  0.0728
H  -5.2603  2.2029  1.4576
C  3.5071  -1.7430  0.0630
H  6.5832  -3.7450  4.8939
H  -4.7095  -0.7562  -3.3357
C  -5.7779  2.4057  -0.4929
H  6.4165  -5.1297  3.8134
H  -6.0944  -0.2052  -2.3882
H  1.3868  -1.6810  -0.1365
C  -0.4062  0.1742  0.6556
H  1.8392  -1.9667  -2.3792
C  3.2037  0.6930  1.4073
C  -5.2194  1.3193  -3.6500
H  3.0346  -4.6117  -1.3868
C  2.0735  0.0370  0.9158
H  4.8408  -3.7053  1.5851
O  3.7170  -2.9228  -0.5996
C  -1.6711  0.8540  0.8900
H  7.6437  -3.2551  2.7042
O  -6.8814  1.9724  -0.2582
H  -3.9011  2.6715  -4.7152
H  7.4121  -2.7570  0.2295
H  3.0455  -2.9455  -3.2111
C  -5.9546  2.4518  -2.9132
H  -5.8201  1.0766  -4.5339
H  -2.5286  3.6130  2.2781
H  1.4119  -3.5792  -2.9691
O  5.9372  -1.4598  0.4918

Output
Highest occupied orbital energy (Eh): -0.3003
LUMO energy (eV): -0.147
Calculated total energy (eV): -38599.394
F_max (eV/Å): 0.86
Structure (SMILES): CCCCOc1ccc(/C=C/C(=O)OCC(=O)NC(=O)NCC(C)C)cc1OCC
Frontier orbital gap (eV): 8.0

Charges obtained by natural (NBO) population analysis, quoted in units of e: 0.172 -0.155 0.230 -0.425 0.272 0.692 0.211 -0.622 0.204 -0.058 -0.062 0.188 -0.639 0.193 0.229 0.213 -0.635 0.201 -0.618 -0.084 0.435 0.222 -0.267 -0.248 0.196 -0.615 -0.396 -0.605 -0.600 -0.496 0.207 0.216 0.208 -0.653 0.216 0.416 0.302 0.209 0.207 0.798 0.199 0.216 0.213 -0.334 0.214 -0.169 -0.218 0.196 -0.115 0.205 -0.526 0.772 0.193 -0.641 0.204 0.186 0.217 -0.218 0.199 0.223 0.218 -0.495